A molecular structure, C23H24FN4O7S4Ti. Source: the OMol25 dataset; level of theory: ωB97M-V/def2-TZVPD.

Last column: Mulliken spin population.
Element x y z (Å)
Ti (0.683, -1.483, -0.825)  0.963
C (0.254, 0.698, 6.050)  0.000
C (-0.114, -0.765, 5.825)  -0.001
C (0.655, -1.658, 6.801)  0.000
C (0.157, -3.087, 6.665)  0.001
C (0.247, -3.524, 5.234)  -0.004
C (0.384, -4.876, 4.942)  0.010
C (0.439, -5.304, 3.627)  -0.003
F (0.577, -6.616, 3.383)  0.000
C (0.362, -4.420, 2.577)  0.009
C (0.264, -3.049, 2.855)  0.016
C (0.280, -2.108, 1.776)  -0.017
O (0.216, -2.486, 0.532)  -0.011
C (0.377, -0.730, 2.126)  0.028
C (0.252, -0.344, 3.433)  0.009
N (0.135, -1.217, 4.454)  0.012
C (0.207, -2.587, 4.197)  0.009
C (0.684, 0.278, 1.061)  0.014
O (0.268, 1.420, 1.086)  0.009
O (1.461, -0.180, 0.115)  -0.006
H (0.142, 0.922, 7.108)  0.000
H (-0.404, 1.370, 5.505)  0.000
H (1.288, 0.883, 5.763)  0.000
H (-1.190, -0.892, 6.020)  0.001
H (0.499, -1.300, 7.820)  0.000
H (1.722, -1.610, 6.578)  0.000
H (-0.889, -3.144, 6.985)  0.000
H (0.735, -3.762, 7.298)  0.000
H (0.470, -5.600, 5.735)  0.001
H (0.396, -4.759, 1.552)  0.000
H (0.266, 0.710, 3.647)  0.002
S (1.824, -5.177, -2.898)  0.010
C (1.418, -3.718, -2.303)  0.016
S (2.583, -2.691, -1.441)  -0.026
S (-0.150, -2.987, -2.467)  -0.031
C (-2.831, 3.786, -7.374)  0.000
C (-1.453, 3.297, -6.986)  0.000
S (-1.247, 3.613, -5.203)  0.000
O (-1.396, 5.014, -4.955)  0.000
O (-2.060, 2.691, -4.458)  0.000
C (0.514, 3.171, -4.855)  0.000
C (0.724, 3.234, -3.348)  0.000
N (0.146, 2.093, -2.674)  0.001
C (0.684, 0.857, -2.612)  0.004
N (-0.119, 0.026, -1.953)  -0.015
C (-1.210, 0.738, -1.574)  0.002
C (-1.065, 2.033, -2.014)  0.019
N (-1.927, 3.118, -1.736)  0.000
O (-3.012, 2.827, -1.277)  0.000
O (-1.516, 4.250, -1.925)  0.000
C (1.994, 0.449, -3.181)  -0.001
H (-3.013, 3.634, -8.435)  0.000
H (-2.920, 4.846, -7.148)  0.000
H (-3.582, 3.251, -6.801)  0.000
H (-0.666, 3.847, -7.494)  0.000
H (-1.337, 2.227, -7.132)  0.000
H (1.130, 3.908, -5.363)  0.000
H (0.688, 2.177, -5.256)  0.000
H (0.229, 4.134, -2.965)  0.000
H (1.790, 3.273, -3.102)  0.000
H (-2.033, 0.309, -1.026)  -0.016
H (2.735, 1.241, -3.081)  0.001
H (1.894, 0.191, -4.238)  0.000
H (2.364, -0.443, -2.650)  -0.005

* energy above the lowest of the compared OMol25 structures with the same formula, charge and spin: 1.753 eV
* spin multiplicity: 2
* net charge: 0
* M: 663.6 g/mol
* electronic energy: -113706.788 eV

***

3 unconnected molecules or ions with the total composition C23H24FNO10. Source: the OMol25 dataset; level of theory: ωB97M-V/def2-TZVPD.

Last column: natural (NBO) charge in e.
Element x y z (Å)
C (2.851, 1.547, -1.960)  -0.664
C (2.033, 0.388, -2.722)  -0.076
O (0.594, 0.433, -2.541)  -0.546
C (0.239, 0.581, -1.137)  -0.111
C (-1.132, -0.187, -0.760)  0.049
C (-1.432, -1.627, -1.295)  -0.101
C (-2.785, -2.380, -0.958)  -0.076
C (-3.880, -1.724, -0.072)  -0.254
C (-3.614, -0.295, 0.477)  0.297
O (-4.549, 0.439, 1.284)  -0.476
C (-5.562, -0.388, 1.817)  0.526
N (-6.528, -1.119, 1.946)  -0.343
C (-2.256, 0.454, 0.154)  -0.069
C (-2.041, 1.929, 0.799)  0.181
F (-2.276, 1.898, 2.251)  -0.389
C (-3.071, 3.013, 0.207)  -0.439
C (-2.625, 3.617, -1.223)  -0.629
C (-3.039, -3.852, -1.588)  0.528
O (-3.647, -4.773, -0.969)  -0.500
C (-2.420, -4.061, -3.072)  -0.260
C (-1.189, -3.373, -3.366)  -0.248
C (-0.433, -2.460, -2.259)  0.546
O (0.820, -2.455, -2.159)  -0.502
H (3.015, 1.182, -0.870)  0.197
H (3.918, 1.651, -2.398)  0.255
H (2.297, 2.546, -1.910)  0.209
H (2.215, 0.556, -3.856)  0.195
H (2.522, -0.612, -2.458)  0.192
H (1.035, 0.193, -0.411)  0.220
H (0.170, 1.723, -0.953)  0.196
H (-4.842, -2.309, 0.102)  0.278
H (-0.976, 2.319, 0.672)  0.203
H (-4.139, 2.605, 0.071)  0.221
H (-3.173, 3.906, 0.938)  0.230
H (-1.513, 3.884, -1.225)  0.210
H (-3.272, 4.546, -1.473)  0.228
H (-2.872, 2.838, -2.044)  0.217
H (-2.960, -4.694, -3.854)  0.253
H (-0.788, -3.511, -4.431)  0.249
C (7.400, 0.838, 0.418)  -0.102
C (6.103, 0.136, 0.158)  -0.102
O (5.561, 0.858, -0.939)  -0.492
C (6.605, 1.451, -1.582)  0.966
O (6.521, 1.998, -2.645)  -0.573
O (7.756, 1.340, -0.862)  -0.481
H (8.170, 0.164, 0.798)  0.206
H (7.290, 1.678, 1.110)  0.186
H (6.243, -0.908, -0.140)  0.187
H (5.430, 0.171, 1.017)  0.209
C (-1.861, -1.137, 5.077)  -0.101
C (-1.731, -1.032, 3.589)  -0.105
O (-0.418, -0.521, 3.416)  -0.486
C (0.290, -0.852, 4.530)  0.965
O (1.477, -0.720, 4.642)  -0.578
O (-0.523, -1.354, 5.501)  -0.484
H (-2.505, -1.964, 5.382)  0.205
H (-2.231, -0.213, 5.532)  0.186
H (-1.801, -2.005, 3.093)  0.185
H (-2.471, -0.358, 3.153)  0.213

* net charge: 0
* M: 493.4 g/mol
* electronic energy: -48912.750 eV
* structure (SMILES): CCOCc1c2c(cc(OC#N)c1[C@H](F)CC)C(=O)C=CC2=O.O=C1OCCO1.O=C1OCCO1

***

A molecular structure, C23H24IrN6O2. Source: the OMol25 dataset; level of theory: ωB97M-V/def2-TZVPD.

Last column: Mulliken spin population.
Element x y z (Å)
Ir (-0.062, -1.604, -0.280)  0.056
C (4.568, 3.305, 1.254)  -0.004
C (3.356, 2.564, 0.781)  0.069
C (2.070, 3.019, 1.075)  -0.038
C (0.965, 2.311, 0.664)  0.089
C (1.079, 1.119, -0.075)  -0.024
N (-0.090, 0.420, -0.413)  0.414
C (-1.186, 1.132, -0.815)  0.055
C (-1.038, 2.308, -1.588)  0.114
C (-2.127, 2.999, -2.052)  -0.043
C (-3.426, 2.553, -1.780)  0.119
C (-4.616, 3.269, -2.331)  -0.002
C (-3.583, 1.391, -1.019)  -0.006
C (-2.502, 0.689, -0.528)  0.105
N (-2.748, -0.420, 0.333)  0.004
C (-3.899, -0.631, 1.018)  0.003
C (-3.960, -1.952, 1.373)  0.002
C (-2.794, -2.522, 0.856)  0.013
N (-2.058, -1.598, 0.240)  -0.008
C (2.376, 0.655, -0.365)  0.055
C (3.480, 1.374, 0.070)  -0.011
N (2.615, -0.510, -1.142)  -0.005
C (3.700, -0.801, -1.894)  0.001
C (3.551, -2.072, -2.392)  0.000
C (2.327, -2.519, -1.902)  0.009
N (1.762, -1.563, -1.158)  0.002
H (4.393, 4.380, 1.254)  0.003
H (5.437, 3.094, 0.633)  0.001
H (4.811, 3.013, 2.278)  0.009
H (1.938, 3.929, 1.646)  0.001
H (-0.026, 2.660, 0.926)  -0.001
H (-0.039, 2.625, -1.854)  -0.003
H (-1.982, 3.880, -2.664)  0.001
H (-4.429, 4.338, -2.412)  0.005
H (-5.503, 3.108, -1.720)  0.002
H (-4.835, 2.899, -3.336)  0.018
H (-4.586, 1.034, -0.830)  0.002
H (-4.598, 0.170, 1.187)  -0.001
H (-4.742, -2.449, 1.919)  0.000
H (-2.462, -3.550, 0.886)  0.003
H (4.472, 0.997, -0.139)  0.001
H (4.482, -0.079, -2.052)  0.000
H (4.228, -2.599, -3.041)  0.000
H (1.813, -3.455, -2.044)  0.000
N (0.377, -1.472, 1.689)  -0.005
C (0.178, -2.697, 2.545)  -0.001
C (0.752, -3.938, 1.885)  -0.001
C (-0.119, -4.321, 0.687)  0.001
O (-0.967, -5.168, 0.776)  -0.001
O (0.119, -3.602, -0.403)  -0.003
H (1.364, -1.218, 1.748)  0.000
H (-0.130, -0.689, 2.104)  0.002
H (-0.890, -2.806, 2.728)  0.000
H (0.666, -2.480, 3.496)  0.000
H (0.733, -4.755, 2.603)  0.000
H (1.785, -3.762, 1.577)  0.000

* energy above the lowest of the compared OMol25 structures with the same formula, charge and spin: 0.000 eV
* spin multiplicity: 2
* net charge: +2
* M: 608.7 g/mol
* electronic energy: -40100.787 eV

***

A single C23H24N2O4 molecule. Source: the OMol25 dataset; level of theory: ωB97M-V/def2-TZVPD.

Last column: natural (NBO) charge in e.
Element x y z (Å)
C (-7.439, -1.538, 1.323)  -0.605
H (-8.328, -2.156, 1.430)  0.214
H (-6.720, -1.834, 2.083)  0.209
H (-7.726, -0.504, 1.498)  0.208
C (-6.851, -1.719, -0.072)  -0.416
C (-5.530, -1.034, -0.294)  -0.041
C (-5.092, 0.023, 0.479)  -0.111
C (-3.867, 0.647, 0.233)  -0.232
C (-3.069, 0.193, -0.819)  0.370
C (-3.499, -0.873, -1.607)  -0.255
C (-4.711, -1.469, -1.342)  -0.175
H (-5.039, -2.294, -1.959)  0.214
H (-2.871, -1.210, -2.417)  0.225
O (-1.860, 0.746, -1.113)  -0.453
C (-1.455, 1.808, -0.391)  0.293
C (-2.150, 2.340, 0.631)  -0.364
C (-3.422, 1.778, 1.069)  0.516
O (-4.054, 2.192, 2.025)  -0.564
H (-1.766, 3.203, 1.150)  0.249
C (-0.165, 2.425, -0.879)  0.631
O (-0.151, 3.580, -1.264)  -0.598
N (0.915, 1.623, -0.887)  -0.422
C (1.031, 0.351, -0.214)  -0.223
H (0.060, 0.002, 0.131)  0.216
C (1.984, 0.503, 0.987)  -0.218
N (3.259, 1.051, 0.607)  -0.446
C (4.415, 0.294, 0.450)  0.103
C (5.642, 0.931, 0.640)  -0.223
C (6.844, 0.261, 0.529)  -0.222
C (6.849, -1.090, 0.242)  -0.225
C (5.647, -1.753, 0.058)  -0.294
C (4.435, -1.086, 0.146)  0.320
O (3.225, -1.705, -0.076)  -0.536
C (3.206, -3.090, -0.312)  -0.250
H (3.641, -3.649, 0.523)  0.180
H (2.153, -3.355, -0.409)  0.198
H (3.729, -3.352, -1.237)  0.178
H (5.668, -2.806, -0.176)  0.216
H (7.776, -1.634, 0.159)  0.213
H (7.771, 0.791, 0.683)  0.214
H (5.643, 1.978, 0.901)  0.213
C (3.116, 2.313, -0.082)  -0.213
H (4.088, 2.676, -0.412)  0.218
C (2.195, 2.158, -1.302)  -0.241
H (2.019, 3.123, -1.779)  0.248
H (2.648, 1.465, -2.019)  0.197
H (2.674, 3.048, 0.602)  0.196
H (2.122, -0.457, 1.478)  0.230
H (1.524, 1.200, 1.702)  0.190
H (1.448, -0.381, -0.912)  0.212
H (-5.674, 0.409, 1.301)  0.231
H (-6.724, -2.786, -0.273)  0.208
H (-7.562, -1.338, -0.812)  0.215

* energy above the lowest of the compared OMol25 structures with the same formula, charge and spin: 2.352 eV
* net charge: 0
* M: 392.5 g/mol
* electronic energy: -35410.415 eV
* structure (SMILES): CCc1ccc2oc(C(=O)N3CCN(c4ccccc4OC)CC3)cc(=O)c2c1

***

A single C23H24N2O7 molecule. Source: the OMol25 dataset; level of theory: ωB97M-V/def2-TZVPD.

Last column: natural (NBO) charge in e.
Element x y z (Å)
C (5.582, 4.912, 1.817)  -0.242
H (6.509, 4.627, 1.317)  0.186
O (4.490, 4.133, 1.378)  -0.481
C (4.446, 2.796, 1.535)  0.325
C (3.286, 2.211, 1.037)  -0.253
C (3.048, 0.846, 1.099)  0.213
C (4.029, 0.019, 1.689)  -0.255
C (5.195, 0.610, 2.193)  -0.212
C (5.428, 1.968, 2.134)  0.196
O (6.565, 2.555, 2.628)  -0.508
C (7.537, 1.738, 3.233)  -0.251
H (7.947, 1.008, 2.527)  0.178
H (7.137, 1.215, 4.108)  0.179
H (8.327, 2.417, 3.549)  0.202
H (5.923, -0.046, 2.638)  0.240
C (3.869, -1.426, 1.784)  0.799
O (2.915, -2.065, 1.366)  -0.648
O (4.886, -2.059, 2.389)  -0.683
H (4.700, -3.011, 2.410)  0.504
N (1.891, 0.268, 0.608)  -0.621
C (0.820, 0.863, 0.010)  0.673
O (0.698, 2.053, -0.190)  -0.592
C (-0.255, -0.108, -0.381)  -0.130
C (0.016, -1.418, -0.771)  -0.167
C (-1.007, -2.280, -1.152)  -0.171
C (-2.301, -1.802, -1.127)  -0.125
C (-2.577, -0.485, -0.746)  -0.063
C (-1.568, 0.376, -0.382)  -0.140
H (-1.764, 1.399, -0.101)  0.252
C (-4.048, -0.286, -0.821)  0.669
O (-4.706, 0.689, -0.569)  -0.546
N (-4.561, -1.504, -1.244)  -0.464
C (-3.587, -2.466, -1.460)  0.686
O (-3.794, -3.593, -1.830)  -0.552
C (-5.971, -1.731, -1.476)  -0.224
C (-6.366, -1.318, -2.894)  -0.400
H (-5.704, -1.831, -3.595)  0.208
H (-6.211, -0.242, -3.006)  0.208
C (-7.818, -1.664, -3.239)  -0.212
C (-8.073, -1.374, -4.717)  -0.598
H (-9.092, -1.642, -4.988)  0.207
H (-7.930, -0.316, -4.925)  0.202
H (-7.392, -1.943, -5.345)  0.208
C (-8.805, -0.881, -2.376)  -0.608
H (-8.616, 0.187, -2.458)  0.205
H (-9.824, -1.075, -2.703)  0.209
H (-8.729, -1.166, -1.330)  0.205
H (-7.969, -2.735, -3.064)  0.193
H (-6.519, -1.145, -0.736)  0.223
H (-6.160, -2.797, -1.325)  0.224
H (-0.799, -3.293, -1.458)  0.236
H (1.033, -1.779, -0.801)  0.227
H (1.865, -0.742, 0.755)  0.445
H (2.553, 2.862, 0.589)  0.266
H (5.718, 4.844, 2.898)  0.186
H (5.322, 5.935, 1.547)  0.193

* energy above the lowest of the compared OMol25 structures with the same formula, charge and spin: 0.853 eV
* net charge: 0
* M: 440.5 g/mol
* electronic energy: -41555.098 eV
* structure (SMILES): COc1cc(NC(=O)c2ccc3c(c2)C(=O)N(CCC(C)C)C3=O)c(C(=O)O)cc1OC

***

A single C23H24N4O2 molecule. Source: the OMol25 dataset; level of theory: ωB97M-V/def2-TZVPD.

Last column: natural (NBO) charge in e.
Element x y z (Å)
O (-0.615, -2.146, 1.657)  -0.610
C (-0.924, -2.408, 0.514)  0.659
N (-0.217, -2.031, -0.587)  -0.598
C (0.980, -1.306, -0.664)  0.127
C (1.501, -1.046, -1.930)  -0.219
C (2.685, -0.354, -2.073)  -0.261
C (3.372, 0.095, -0.949)  0.343
C (2.842, -0.145, 0.315)  -0.279
C (1.659, -0.842, 0.458)  -0.221
H (1.255, -1.026, 1.439)  0.259
H (3.355, 0.224, 1.191)  0.231
O (4.508, 0.828, -1.162)  -0.496
C (5.555, 0.762, -0.279)  0.282
C (5.885, -0.392, 0.423)  -0.243
C (6.996, -0.398, 1.247)  -0.208
C (7.786, 0.732, 1.371)  -0.237
C (7.464, 1.875, 0.658)  -0.191
C (6.354, 1.895, -0.165)  -0.257
H (6.091, 2.776, -0.729)  0.225
H (8.079, 2.759, 0.744)  0.215
H (8.651, 0.721, 2.017)  0.214
H (7.248, -1.297, 1.790)  0.214
H (5.280, -1.280, 0.316)  0.221
H (3.092, -0.149, -3.051)  0.227
H (0.975, -1.392, -2.810)  0.206
H (-0.590, -2.305, -1.486)  0.397
C (-2.217, -3.157, 0.173)  -0.294
N (-3.370, -2.284, 0.043)  -0.433
C (-3.706, -1.579, 1.267)  -0.239
H (-3.748, -2.301, 2.084)  0.210
C (-5.073, -0.910, 1.087)  -0.213
N (-5.036, 0.007, -0.028)  -0.414
C (-4.704, 1.330, 0.100)  0.393
N (-4.262, 1.933, -1.009)  -0.502
C (-3.998, 3.227, -0.980)  0.070
C (-4.142, 4.018, 0.143)  -0.319
C (-4.601, 3.401, 1.302)  -0.143
C (-4.887, 2.055, 1.292)  -0.308
H (-5.252, 1.580, 2.188)  0.211
H (-4.736, 3.974, 2.209)  0.214
H (-3.908, 5.070, 0.120)  0.218
H (-3.646, 3.639, -1.917)  0.189
C (-4.666, -0.685, -1.243)  -0.229
H (-4.633, 0.039, -2.055)  0.251
C (-3.301, -1.360, -1.076)  -0.242
H (-3.062, -1.922, -1.982)  0.194
H (-2.541, -0.574, -0.929)  0.180
H (-5.425, -1.447, -1.443)  0.195
H (-5.366, -0.405, 2.005)  0.209
H (-5.817, -1.679, 0.859)  0.203
H (-2.958, -0.810, 1.523)  0.182
H (-2.423, -3.855, 0.989)  0.224
H (-2.110, -3.722, -0.758)  0.196

* energy above the lowest of the compared OMol25 structures with the same formula, charge and spin: 1.906 eV
* net charge: 0
* M: 388.5 g/mol
* electronic energy: -34296.173 eV
* structure (SMILES): O=C(CN1CCN(c2ccccn2)CC1)Nc1ccc(Oc2ccccc2)cc1